# 1
This record from the OMol25 dataset describes an isolated molecule of C4H8O. The level of theory is ωB97M-V/def2-TZVPD.

Properties
SMILES	CC(C)C=O
relative energy (zero: lowest compared OMol25 entry of this formula, charge and spin)	79.7	kJ/mol
molecular weight	72.1	g mol⁻¹
spin multiplicity	1
gap between HOMO and LUMO	0.3909	hartree

Element x y z (Å)
C (1.0709, 0.4969, -0.8189)
C (-0.0168, -0.4375, -0.1216)
C (-1.5432, -0.1794, -0.1352)
C (0.5142, -0.1863, 1.2542)
O (0.0973, 0.6894, 1.9743)
H (0.6320, 1.3609, -1.3176)
H (1.7709, 0.9286, -0.0783)
H (1.7160, -0.0605, -1.5035)
H (0.1584, -1.4753, -0.4377)
H (-1.9758, -0.6576, 0.7581)
H (-2.0735, -0.6083, -0.9944)
H (-1.7968, 0.8783, -0.0505)
H (1.4463, -0.7491, 1.4712)

---

# 2
This record from the OMol25 dataset describes a 17-piece molecular cluster, H35O17 overall at a distorted geometry. The level of theory is ωB97M-V/def2-TZVPD.

Properties
relative energy (zero: lowest compared OMol25 entry of this formula, charge and spin)	438.7	kJ/mol
net charge	+1
molecular weight	307.3	g mol⁻¹
spin multiplicity	1
gap between HOMO and LUMO	0.3464	hartree

Element x y z (Å)
O (-1.6172, 0.3830, -2.1179)
H (-1.4036, 0.5173, -1.1757)
H (-2.0926, 1.3608, -2.4692)
O (-0.4819, 2.4079, -1.2803)
H (0.0887, 2.3477, -0.4424)
H (-0.2630, 3.3130, -1.6307)
O (0.3502, -1.0984, -3.5260)
H (0.6483, -2.0059, -3.5239)
H (0.4647, -0.8705, -2.6184)
O (0.5171, -3.5034, 1.5389)
H (1.1430, -4.1351, 1.8446)
H (-0.0036, -3.8099, -1.5782)
O (-2.5190, 1.5996, -3.8512)
H (-2.2630, -3.6095, -0.5927)
O (0.4287, 4.7968, -1.9157)
H (0.3946, 5.5163, -1.3012)
H (1.1281, 4.7738, -2.5637)
O (-2.6296, -2.4631, 1.3041)
H (-1.9971, -1.8281, 0.9307)
H (-2.7494, -2.1255, 2.2271)
O (-1.3233, -3.7970, -0.6762)
H (-3.2019, 1.0098, -4.1633)
H (-1.2689, -4.7756, -0.6270)
O (2.7977, 0.0231, 1.1900)
H (4.8819, 2.6461, 1.4658)
H (3.2177, -0.4903, 0.4821)
O (1.6155, -2.0541, 3.1487)
H (2.0411, -1.8297, 2.3344)
H (1.2944, -1.2746, 3.6870)
O (-0.8025, 5.2158, 0.5812)
H (-1.7287, 5.1038, 0.3949)
H (-0.5171, 5.0060, 1.4666)
O (1.2924, 2.4062, 1.6833)
H (0.6202, 1.7723, 1.9767)
H (2.1701, 2.1187, 1.9575)
O (1.6924, -1.4749, -1.1631)
H (1.4721, -2.1698, -1.8090)
H (1.0771, -1.6667, -0.3906)
O (-2.5318, 0.2019, 0.4360)
H (-3.2270, -0.1007, 1.0181)
H (4.1680, 1.7548, 2.6184)
O (0.5217, -3.6076, -2.3785)
H (0.6466, -4.3957, -2.9074)
H (-0.7151, 0.3452, -2.6543)
O (4.0651, 2.4139, 1.9088)
H (-0.1171, -3.0686, 2.0902)
H (-2.5485, 1.1950, 0.5004)
O (-0.9747, -1.5299, 4.0984)
H (-1.7561, -2.0638, 4.1934)
H (-0.3819, -1.8585, 4.8431)
H (-2.9366, 2.5440, -3.8017)
H (3.3139, 0.8341, 1.2380)

---

# 3
This record from the OMol25 dataset describes C68H47I4N6O2RbSi as an isolated structure at a distorted geometry. The level of theory is ωB97M-V/def2-TZVPD.

Properties
net charge	-2
molecular weight	1601.3	g mol⁻¹
spin multiplicity	1
gap between HOMO and LUMO	0.1239	hartree

Element x y z (Å)
Rb (0.5638, 0.6459, -0.4690)
I (2.7570, 7.3540, -7.2196)
C (2.5818, 5.7535, -5.8484)
C (3.7108, 5.2980, -5.1905)
C (3.5902, 4.2402, -4.3030)
C (2.3600, 3.6232, -4.0609)
C (1.2410, 4.1239, -4.7322)
C (1.3422, 5.1813, -5.6233)
C (2.2539, 2.4843, -3.1195)
C (1.6951, 1.2839, -3.6147)
C (1.3129, 1.0483, -5.0046)
C (0.8301, -0.2141, -5.0572)
C (0.9452, -0.7565, -3.7082)
C (0.5654, -2.0578, -3.3279)
C (-0.0478, -2.9197, -4.3714)
C (-1.3685, -3.3531, -4.2468)
C (-1.9550, -4.1671, -5.2046)
C (-1.2071, -4.5543, -6.3022)
I (-2.0824, -5.8021, -7.7691)
C (0.1054, -4.1458, -6.4583)
C (0.6754, -3.3305, -5.4915)
C (0.7575, -2.6505, -2.0618)
N (1.2997, -2.0514, -0.9818)
C (1.4624, -2.9984, -0.0359)
C (1.9927, -2.7928, 1.2543)
C (2.0914, -3.9824, 2.1378)
C (2.9328, -5.0455, 1.8050)
C (3.0522, -6.1552, 2.6275)
C (2.3163, -6.2006, 3.7987)
I (2.4963, -7.8869, 5.0645)
C (1.4642, -5.1713, 4.1561)
C (1.3576, -4.0677, 3.3215)
C (2.4631, -1.5751, 1.7807)
C (3.1154, -1.4243, 3.0765)
C (3.4740, -0.1226, 3.1736)
C (3.0507, 0.5142, 1.9288)
N (2.4520, -0.3915, 1.1343)
C (3.3146, 1.8624, 1.5886)
C (3.1563, 2.4482, 0.3123)
C (3.2436, 3.8818, 0.0528)
C (2.9653, 4.0478, -1.2602)
C (2.6970, 2.7162, -1.7955)
N (2.8402, 1.7942, -0.8244)
C (3.8182, 2.7340, 2.6751)
C (5.0192, 3.4371, 2.5489)
C (5.4998, 4.2387, 3.5725)
C (4.7683, 4.3448, 4.7425)
I (5.4983, 5.5619, 6.3122)
C (3.5700, 3.6717, 4.9028)
C (3.1053, 2.8726, 3.8699)
C (0.9738, -4.2826, -0.5266)
C (0.5257, -4.0644, -1.7838)
N (1.4619, 0.1772, -2.8848)
H (4.6753, 5.7540, -5.3702)
H (4.4684, 3.8705, -3.7886)
H (0.2718, 3.6828, -4.5373)
H (0.4617, 5.5583, -6.1261)
H (1.4111, 1.7398, -5.8264)
H (0.4375, -0.7196, -5.9254)
H (-1.9470, -3.0375, -3.3866)
H (-2.9832, -4.4847, -5.0951)
H (0.6840, -4.4619, -7.3161)
H (1.7049, -3.0124, -5.5979)
H (3.5058, -4.9918, 0.8879)
H (3.7182, -6.9647, 2.3604)
H (0.8869, -5.2258, 5.0690)
H (0.6817, -3.2614, 3.5826)
H (3.2956, -2.2071, 3.7967)
H (4.0161, 0.3457, 3.9803)
H (3.4442, 4.6533, 0.7792)
H (2.9058, 4.9772, -1.8048)
H (5.5902, 3.3362, 1.6348)
H (6.4386, 4.7649, 3.4618)
H (2.9996, 3.7741, 5.8163)
H (2.1602, 2.3547, 3.9808)
H (0.9610, -5.2121, 0.0222)
H (0.1082, -4.7906, -2.4639)
O (-3.5426, 6.4343, 1.7559)
C (-3.1521, 5.7537, 0.5564)
C (-2.6036, 4.3921, 0.8640)
C (-1.3105, 4.2389, 1.4162)
C (-0.8450, 2.9547, 1.6106)
N (-1.4847, 1.8477, 1.2457)
C (-2.7228, 1.9750, 0.6620)
C (-3.3128, 3.2756, 0.5302)
C (-3.3097, 0.8162, 0.1587)
C (-4.6018, 0.7087, -0.4148)
C (-4.9183, -0.3131, -1.2593)
C (-6.2866, -0.4992, -1.8335)
O (-6.9020, 0.7630, -2.1242)
C (-3.8498, -1.2231, -1.6416)
C (-2.6991, -1.2229, -0.9519)
N (-2.4944, -0.3818, 0.1503)
H (-3.7768, 7.3354, 1.5217)
H (-2.3764, 6.3315, 0.0387)
H (-4.0095, 5.6485, -0.1177)
H (-0.7130, 5.0973, 1.6965)
H (0.1268, 2.8037, 2.0827)
H (-4.3001, 3.3644, 0.0934)
H (-5.3448, 1.4766, -0.2252)
H (-6.9300, -1.0541, -1.1310)
H (-6.2109, -1.1049, -2.7463)
H (-7.7587, 0.5928, -2.5219)
H (-3.9822, -1.8750, -2.4982)
H (-1.8858, -1.9094, -1.1868)
C (-1.4141, 0.6405, 5.8377)
C (-2.6661, 0.4549, 5.2665)
C (-2.7768, -0.0222, 3.9688)
C (-1.6440, -0.3217, 3.2125)
C (-0.3918, -0.1149, 3.7964)
C (-0.2753, 0.3588, 5.0945)
Si (-1.7000, -1.1148, 1.5136)
C (-2.6388, -2.7625, 1.7223)
C (-4.0056, -2.8053, 2.0070)
C (-4.7053, -4.0021, 2.0117)
C (-4.0541, -5.1937, 1.7176)
C (-2.6990, -5.1745, 1.4242)
C (-2.0057, -3.9715, 1.4285)
H (-1.3300, 1.0026, 6.8557)
H (-3.5610, 0.6776, 5.8364)
H (-3.7629, -0.1415, 3.5353)
H (0.5076, -0.3257, 3.2233)
H (0.7071, 0.5101, 5.5286)
H (-0.3412, -1.4631, 1.0841)
H (-4.5434, -1.8838, 2.2024)
H (-5.7658, -4.0043, 2.2385)
H (-4.6086, -6.1251, 1.7002)
H (-2.1814, -6.0965, 1.1827)
H (-0.9486, -3.9651, 1.1879)

---

# 4
This record from the OMol25 dataset describes an isolated molecule of C7H11BrO at a distorted geometry. The level of theory is ωB97M-V/def2-TZVPD.

Properties
relative energy (zero: lowest compared OMol25 entry of this formula, charge and spin)	509.1	kJ/mol
molecular weight	191.1	g mol⁻¹
spin multiplicity	1
gap between HOMO and LUMO	0.2899	hartree

Element x y z (Å)
C (1.1540, 1.0358, 0.4194)
C (0.8683, 0.7882, -1.1421)
C (1.7968, -0.1191, 1.1893)
C (-0.6286, 0.4643, -1.3194)
C (-2.2453, -1.0110, -0.0164)
C (0.8027, -1.0759, 1.5607)
C (-0.9279, -0.8869, -0.7246)
O (-1.9162, -1.5960, -1.3242)
Br (-0.5227, -0.4650, 2.8832)
H (1.6412, 2.0565, 0.5582)
H (0.0685, 1.3186, 0.8469)
H (1.1280, 1.7102, -1.6888)
H (1.3829, -0.1009, -1.4624)
H (2.5977, -0.5975, 0.6804)
H (2.1802, 0.1713, 2.1938)
H (-1.1256, 1.3463, -0.8956)
H (-0.9054, 0.4370, -2.3057)
H (-2.1920, -1.7152, 0.8075)
H (-3.1473, -0.4028, 0.1419)
H (-0.0093, -1.3580, -0.4020)

---

# 5
This record from the OMol25 dataset describes C3H5O2Yb as an isolated structure at a distorted geometry. The level of theory is ωB97M-V/def2-TZVPD.

Properties
expectation value of S²	2.01
net charge	+1
molecular weight	246.1	g mol⁻¹
spin multiplicity	3
gap between HOMO and LUMO (alpha / beta)	0.2270 / 0.2815	hartree

Element x y z (Å)
H (0.8975, -0.8723, 0.2223)
C (1.1686, 1.3225, -0.1050)
C (0.3495, 0.5503, 0.7581)
O (-0.9288, 0.3292, 0.1552)
C (-1.6961, -0.6311, 0.5966)
O (-1.6705, -1.5284, -0.3730)
Yb (0.9805, -1.0306, -2.2920)
H (2.2146, 1.3813, 0.2146)
H (0.6814, 1.9578, -0.8542)
H (0.1884, 0.8272, 1.8049)
H (-2.1851, -2.3060, -0.1275)